w) The molecule C5H11NO2, computed with wB97M-V/def2-TZVPD.

Properties
Orbital gap = 10.38 eV
SMILES string = C=C[C@H](N)[C@H](C)OO
Charge = 0
LUMO = 0.85 eV

Each line ends with the Löwdin charge.
Cartesian coordinates (Å):
O -1.62 1.04 -1.23  -0.026
O -0.75 0.07 -1.88  -0.126
N 1.02 1.12 0.13  0.053
C -0.97 1.17 2.29  0.007
C -0.84 0.14 1.43  -0.144
C 0.91 -1.56 -1.56  -0.043
C -0.23 -0.82 -0.87  -0.342
C 0.28 -0.11 0.44  -0.355
H 0.52 -2.22 -2.35  0.084
H -1.02 -1.55 -0.62  0.142
H 1.59 -0.86 -2.07  0.081
H -0.90 1.64 -0.95  0.083
H 1.74 0.92 -0.56  0.080
H -1.63 -0.61 1.44  0.104
H -1.83 1.23 2.95  0.054
H 1.49 -2.17 -0.87  0.084
H -0.23 1.96 2.36  0.048
H 1.52 1.41 0.97  0.080
H 0.96 -0.81 0.94  0.136



x) A structure of composition C5H11NO2, computed with wB97M-V/def2-TZVPD.

Properties
Orbital gap = 7.05 eV
Charge = 0
LUMO = 0.43 eV

Each line ends with the Löwdin charge.
Cartesian coordinates (Å):
O 1.48 1.74 0.84  0.012
O -0.17 0.04 0.95  -0.218
N 2.05 0.71 -2.00  -0.010
C 0.34 -0.69 2.08  -0.056
C 1.12 0.24 -1.09  -0.178
C 0.93 0.71 0.11  -0.407
C -1.17 -1.00 -0.30  0.018
C -2.24 -0.13 -0.85  -0.092
H -1.91 0.34 -1.78  0.078
H -0.55 -1.53 -1.01  0.069
H 2.78 1.33 -1.65  0.072
H -0.51 -1.05 2.66  0.089
H -1.48 -1.62 0.53  0.093
H 0.94 -0.02 2.68  0.096
H -2.47 0.66 -0.14  0.086
H 2.26 0.11 -2.78  0.052
H 0.95 -1.53 1.72  0.102
H 0.81 2.42 0.99  0.103
H -3.16 -0.72 -0.99  0.091



The most stable of them is w).



w) The molecule C5H11NO2, computed with wB97M-V/def2-TZVPD.

Properties
Orbital gap = 10.07 eV
SMILES string = C[C@H](O)[C@@](C)(N)C=O
Charge = 0
LUMO = 0.64 eV

Each line ends with the Löwdin charge.
Cartesian coordinates (Å):
O 1.40 1.65 0.26  0.051
O 0.30 0.66 -1.89  -0.048
N -0.97 -0.97 1.13  0.087
C 1.39 -1.29 -0.71  -0.013
C -0.48 0.14 0.34  -0.549
C 0.78 0.79 0.88  -0.182
C -0.02 -0.36 -1.05  -0.339
C -1.59 1.19 0.21  -0.008
H 1.89 -1.35 -1.68  0.066
H 2.19 -1.00 -0.03  0.061
H -0.74 -1.04 -1.50  0.148
H -0.23 -1.62 1.37  0.072
H -1.72 1.72 1.16  0.087
H -1.34 1.92 -0.55  0.087
H 1.06 0.50 1.91  0.139
H -2.52 0.69 -0.07  0.093
H -1.37 -0.64 2.01  0.083
H 1.02 -2.27 -0.43  0.054
H 0.92 1.27 -1.36  0.111



x) A cluster of 3 separate species, C5H11NO2 in total, computed with wB97M-V/def2-TZVPD.

Properties
Orbital gap = 8.53 eV
SMILES string = Cc1ccc[nH]1.O.O
Charge = 0
LUMO = 0.91 eV

Each line ends with the Löwdin charge.
Cartesian coordinates (Å):
O 0.76 3.92 5.66  -0.042
O 1.84 0.46 0.56  -0.032
N -0.72 -0.93 -2.66  0.031
C -0.40 0.42 -2.63  -0.127
C -0.89 -2.97 -1.17  -0.049
C -0.24 0.69 -1.31  -0.161
C -0.70 -1.50 -1.35  -0.242
C -0.40 -0.42 -0.48  -0.068
H -1.50 -3.36 -1.97  0.064
H -0.88 -1.40 -3.52  0.129
H -0.27 -0.24 0.50  0.050
H 0.00 -3.50 -1.19  0.035
H 1.32 3.68 6.42  0.044
H -1.36 -3.34 -0.20  0.102
H 0.22 4.61 5.95  -0.002
H -0.47 0.91 -3.57  0.097
H 1.73 1.35 0.70  -0.006
H 1.66 -0.08 1.34  0.056
H 0.31 1.68 -1.06  0.121



The most stable of them is w).



w) A cluster of 3 separate species, C5H11NO2 in total, computed with wB97M-V/def2-TZVPD.

Properties
Orbital gap = 8.84 eV
SMILES string = Cc1cc[nH]c1.O.O
Charge = 0
LUMO = 0.59 eV

Each line ends with the Löwdin charge.
Cartesian coordinates (Å):
O -1.78 -2.49 1.68  -0.061
O 1.19 0.81 -3.49  -0.066
N 1.26 -0.38 1.21  -0.005
C 0.39 1.52 0.57  -0.041
C 1.42 0.95 1.31  -0.134
C -1.57 0.65 -0.84  -0.072
C 0.18 -0.78 0.39  -0.076
C -0.42 0.42 0.09  -0.315
H -1.66 1.60 -1.31  0.058
H -2.47 0.51 -0.19  0.079
H 0.95 -0.04 -3.09  0.037
H -1.69 -3.13 0.97  0.036
H -2.23 -1.80 1.18  0.028
H 1.73 -1.15 1.66  0.142
H -1.60 -0.16 -1.59  0.078
H 2.00 1.39 2.08  0.101
H 0.27 2.53 0.24  0.090
H 0.19 -1.82 0.26  0.095
H 0.41 1.37 -3.56  0.026



x) A cluster of 2 separate species, C5H11NO2 in total, computed with wB97M-V/def2-TZVPD.

Properties
Orbital gap = 10.43 eV
SMILES string = CC(N)=O.C=CCO
Charge = 0
LUMO = 0.55 eV

Each line ends with the Löwdin charge.
Cartesian coordinates (Å):
O -3.37 0.48 0.74  -0.089
O 3.32 -1.42 -1.18  0.010
N 1.05 -1.22 -0.90  0.166
C 2.17 0.33 -2.42  -0.011
C 2.23 -0.86 -1.45  -0.551
C -1.40 0.86 1.91  -0.166
C -1.93 0.27 0.62  -0.271
C -0.66 0.26 2.87  0.013
H -3.74 -0.06 0.03  0.079
H -1.80 1.87 2.04  0.100
H -1.64 0.80 -0.32  0.115
H -0.36 0.84 3.76  0.061
H 2.48 -0.03 -3.41  0.085
H 2.89 1.09 -2.10  0.081
H 0.38 -0.53 -0.69  0.056
H -1.68 -0.81 0.52  0.109
H 1.19 0.82 -2.47  0.067
H 1.18 -1.94 -0.25  0.089
H -0.30 -0.76 2.72  0.057



y) The molecule C5H11NO2, computed with wB97M-V/def2-TZVPD.

Properties
Orbital gap = 9.95 eV
SMILES string = CC(C)(CC=O)NO
Charge = 0
LUMO = 0.64 eV

Each line ends with the Löwdin charge.
Cartesian coordinates (Å):
O -0.67 -2.54 -0.84  0.035
O -1.63 -1.03 1.23  -0.089
N -0.36 -0.48 1.33  -0.071
C 0.06 0.39 0.15  -0.547
C 0.28 -1.79 -0.94  -0.250
C 0.14 -0.33 -1.23  -0.089
C -0.99 1.50 0.07  -0.045
C 1.42 0.95 0.55  -0.044
H 1.73 1.72 -0.16  0.087
H 1.31 -2.16 -0.76  0.135
H -1.64 -1.71 0.47  0.092
H 1.00 0.05 -1.81  0.123
H -1.97 1.07 -0.08  0.081
H 0.31 -1.23 1.47  0.114
H -0.75 2.18 -0.75  0.088
H 1.36 1.38 1.54  0.085
H 2.17 0.16 0.57  0.081
H -0.78 -0.17 -1.79  0.124
H -0.99 2.06 1.00  0.089



The most stable of them is x).